Molecular formula: C24H27MoNOSi
Method: DFT, ωB97M-V/def2-TZVPD

XYZ file:
```
55
Properties=species:S:1:pos:R:3
C 0.58643 -3.00180 -0.10037
C 1.70201 -2.14809 0.16112
C 2.16810 -2.35999 1.49715
H 2.20517 -1.55995 -0.59380
C 1.33326 -3.36826 2.07011
C 0.35351 -3.78220 1.08454
H -0.40355 -4.54799 1.22566
H 0.08050 -3.14545 -1.06690
H 3.05142 -1.88158 1.94306
H 1.46117 -3.84997 3.02982
Mo -0.01885 -1.68466 1.76320
C -0.11847 0.09428 2.42959
H 0.29884 -0.00150 3.44849
H -1.15690 0.44270 2.53491
H 0.43513 0.85489 1.83261
Si 1.26628 1.86473 -1.51570
C -0.18622 2.75904 -2.35084
C -0.07038 2.57778 -3.74370
H 0.89342 2.31109 -4.13218
C -1.18641 2.60701 -4.59465
H -1.10398 2.38603 -5.64456
C -2.43123 2.97927 -4.07285
H -3.28665 3.09855 -4.72256
C -2.54989 3.29096 -2.73146
H -3.51943 3.61484 -2.34536
C -1.44955 3.17210 -1.87440
H -1.61615 3.31802 -0.81681
C 2.60305 2.35813 -0.34989
C 3.54915 3.02205 -1.17091
H 3.17691 3.71981 -1.92814
C 4.89462 2.63430 -1.11993
H 5.59848 3.07818 -1.83417
C 5.34214 1.72596 -0.14620
H 6.39412 1.43642 -0.08586
C 4.43966 1.23420 0.81675
H 4.81255 0.57385 1.62035
C 3.08188 1.59427 0.74410
H 2.37671 1.20686 1.48777
H 0.52424 1.04173 -0.59298
H 1.79996 0.76480 -2.14185
O -2.24534 -3.69511 3.37351
C -2.07910 -2.28506 3.15398
C -2.73512 -1.95180 1.85054
C -4.09903 -2.07167 1.64126
C -4.63314 -1.61119 0.44121
C -3.78647 -1.07440 -0.53619
C -2.40585 -1.07390 -0.32217
N -1.92330 -1.51625 0.87534
H -1.66942 -3.91433 4.12192
H -2.58620 -1.65700 3.91242
H -0.92648 -2.06895 3.24984
H -4.68630 -2.51265 2.44717
H -5.70995 -1.65353 0.27285
H -4.18743 -0.62500 -1.44674
H -1.65789 -0.71956 -1.04806
```

Its energy above the lowest of the compared OMol25 structures with the same formula, charge and spin is 48.55 kJ/mol. Its multiplicity is 3. The orbital gap (alpha / beta) is 4.4 / 4.2 eV. As for the expectation value of S²: 2.02. Its net charge is +2. The HOMO energy (alpha / beta) comes out at -13.37 / -13.37 eV. The total energy comes out at -38575.4721 eV.



Molecular formula: C24H27N3O6
Method: DFT, ωB97M-V/def2-TZVPD

XYZ file:
```
60
Properties=species:S:1:pos:R:3
C -1.03684 4.35920 2.33337
C -0.51502 2.98528 2.68838
C -1.35854 2.00534 3.21011
O -2.71406 2.26137 3.31326
C -0.90105 0.66725 3.66022
O -1.74681 -0.21676 3.62735
O 0.35128 0.46205 4.12939
C 0.90160 2.73483 2.39634
C 1.38260 1.90375 1.41149
N 2.77354 1.96012 1.44124
C 3.19431 2.82861 2.43592
C 4.46997 3.21441 2.85218
C 4.59540 4.12075 3.91343
C 3.45007 4.62461 4.54922
C 2.17366 4.22880 4.12331
C 2.05551 3.33301 3.05685
H -0.36171 5.12879 2.71748
H -1.09550 4.46151 1.24623
H -2.02874 4.54801 2.75231
H -3.16304 1.43719 3.58886
H 0.38996 -0.45860 4.42730
H 0.77535 1.32037 0.72694
H 3.39950 1.43793 0.83006
H 5.35281 2.81521 2.36355
H 5.58169 4.43075 4.24617
H 3.55162 5.32190 5.37528
H 1.28339 4.60607 4.61589
C -1.19773 -0.38395 -5.92172
N -0.16211 -1.41349 -6.01395
C 0.39833 -2.13237 -5.03221
O 1.31076 -2.89311 -5.32992
C -0.08136 -1.99960 -3.56171
C 0.58159 -3.01491 -2.60939
C 0.12115 -2.93463 -1.16096
C 0.33172 -1.75795 -0.41397
C -0.10067 -1.68328 0.92548
C -0.73211 -2.79429 1.52692
O -1.14941 -2.74232 2.81842
C -0.93255 -3.97326 0.78206
C -0.51545 -4.03917 -0.56115
N -1.54053 -2.02955 -3.36567
C -2.37145 -2.95253 -3.84885
C -3.80754 -2.84945 -3.39456
O -2.03566 -3.84414 -4.61277
H -2.17896 -0.85442 -5.83474
H -1.02152 0.26071 -5.05950
H -1.18690 0.22870 -6.82480
H 0.19816 -1.63260 -6.93046
H 0.25319 -1.01274 -3.24612
H 1.66166 -2.86238 -2.63208
H 0.38739 -4.02035 -2.98735
H 0.83847 -0.91914 -0.86771
H 0.07164 -0.79200 1.50383
H -1.44150 -1.85354 3.07795
H -1.41037 -4.81987 1.25181
H -0.67910 -4.94376 -1.13226
H -1.92743 -1.37114 -2.71179
H -4.35986 -3.70442 -3.78271
H -4.24162 -1.92778 -3.77593
H -3.84119 -2.85902 -2.30624
```

Its energy above the lowest of the compared OMol25 structures with the same formula, charge and spin is 126.93 kJ/mol. The orbital gap is 8.4 eV. The HOMO energy comes out at -8.26 eV. The total energy comes out at -42082.5773 eV. As for the structure (SMILES): C/C(=C(\O)C(=O)O)c1c[nH]c2ccccc12.CNC(=O)[C@H](Cc1ccc(O)cc1)NC(C)=O.



Molecular formula: C24H27N3O7
Method: DFT, ωB97M-V/def2-TZVPD

XYZ file:
```
61
Properties=species:S:1:pos:R:3
C 2.92626 2.18734 -2.49319
C 1.52413 1.63674 -2.66732
O 1.44022 0.39723 -1.95811
C 0.22929 -0.18100 -1.92708
O -0.74006 0.32223 -2.45802
C 0.18383 -1.47629 -1.25551
C 1.15467 -2.05410 -0.51129
C 2.45790 -1.43296 -0.09499
N 2.80046 -1.90449 1.24338
C 3.98291 -1.29448 1.81483
C 3.82653 0.22206 2.08933
O 2.53515 0.46427 2.62395
C 1.66919 1.20880 1.85308
C 2.02892 2.43386 1.29758
C 1.12633 3.13686 0.52921
C -0.15487 2.63560 0.29134
O -0.95147 3.39391 -0.50742
C -2.20376 2.87062 -0.89586
C -0.52357 1.42784 0.87318
C 0.38287 0.72701 1.64725
N 0.97415 -3.31803 -0.01947
C -0.03072 -4.18709 -0.42471
O -0.02768 -5.35103 -0.09523
N -0.95336 -3.62752 -1.23916
C -1.14184 -2.20256 -1.42023
C -2.15255 -1.62546 -0.44171
C -2.06669 -1.92337 0.91039
C -2.95085 -1.38335 1.84116
C -3.91720 -0.53191 1.36388
C -4.01099 -0.22963 0.00399
C -3.14693 -0.76652 -0.91762
O -5.05318 0.63752 -0.19633
C -5.62239 0.85914 1.07597
O -4.89678 0.13721 2.04773
H 3.65836 1.47430 -2.86304
H 3.02294 3.11660 -3.04659
H 3.12086 2.37924 -1.44146
H 1.29660 1.45038 -3.72297
H 0.77316 2.32821 -2.27353
H 2.37445 -0.34418 -0.17201
H 3.25102 -1.75869 -0.77912
H 2.02609 -1.69169 1.86988
H 4.83211 -1.45581 1.14676
H 4.17441 -1.81013 2.75863
H 3.97402 0.78770 1.16432
H 4.57509 0.54408 2.82054
H 3.01401 2.84089 1.47492
H 1.39470 4.08705 0.09433
H -2.08673 1.92729 -1.43642
H -2.63929 3.61790 -1.55674
H -2.86184 2.72432 -0.03436
H -1.50467 1.01039 0.71928
H 0.08591 -0.20850 2.09647
H 1.72095 -3.69805 0.54940
H -1.72736 -4.22432 -1.48845
H -1.51194 -2.02966 -2.43764
H -1.30132 -2.59946 1.25856
H -2.88241 -1.61773 2.88984
H -3.21677 -0.51652 -1.96220
H -5.58820 1.93447 1.31370
H -6.67205 0.52345 1.07488
```

Its energy above the lowest of the compared OMol25 structures with the same formula, charge and spin is 174.77 kJ/mol. The orbital gap is 8.8 eV. The HOMO energy comes out at -8.14 eV. The total energy comes out at -44129.2329 eV. As for the structure (SMILES): CCOC(=O)C1=C(CNCCOc2ccc(OC)cc2)NC(=O)N[C@H]1c1ccc2c(c1)OCO2.